ORCA calculation (ωB97M-V with the def2-TZVPD basis set) on C30H26Cl3MgN5O8S3 as an isolated structure in a non-equilibrium geometry.

- multiplicity = 1
- E_HOMO (eV) = -8.92
- net charge = 0
- molar mass (u) = 811.43
- max |F| (eV Å⁻¹) = 1.70
- HOMO-LUMO gap (Ha) = 0.3107

Element x y z (Å)
Mg (0.63575, 0.73787, 0.94347)
C (0.11929, -1.03333, 3.88938)
C (-0.72537, 0.21294, 4.12489)
S (-1.30036, 1.00623, 2.57391)
C (-1.02123, 2.78385, 2.86054)
C (0.32706, 3.25969, 3.38790)
S (1.82122, 2.49409, 2.68354)
C (2.41583, 1.55457, 4.16552)
C (2.73484, 0.09311, 3.89834)
S (1.58841, -0.85551, 2.84319)
H (0.45484, -1.42939, 4.84971)
H (-0.46218, -1.79803, 3.37172)
H (-1.61635, -0.06925, 4.69275)
H (-0.17849, 0.96443, 4.68656)
H (-1.19817, 3.19204, 1.86379)
H (-1.80739, 3.14536, 3.53017)
H (0.42569, 4.31004, 3.11216)
H (0.39527, 3.16834, 4.47234)
H (3.33154, 2.05740, 4.48054)
H (1.68682, 1.65708, 4.96684)
H (3.66715, 0.01564, 3.33815)
H (2.84965, -0.44448, 4.84156)
O (-1.62563, 0.56362, -0.94719)
C (-1.10920, -0.52824, -0.82142)
N (-1.40866, -1.66177, -1.50463)
C (-0.75292, -2.81602, -0.92358)
C (0.10974, -2.10295, 0.14685)
O (0.86650, -2.63361, 0.94459)
N (-0.13098, -0.79884, 0.08813)
C (0.11651, -3.56896, -1.91980)
C (-0.26293, -3.67758, -3.25209)
C (0.51488, -4.39057, -4.14741)
C (1.68269, -5.00489, -3.72629)
C (2.07609, -4.88303, -2.40434)
C (1.29291, -4.18198, -1.50533)
C (-1.74729, -3.79165, -0.30457)
C (-1.44285, -4.48930, 0.85836)
C (-2.36404, -5.35715, 1.41914)
C (-3.59590, -5.55615, 0.81954)
C (-3.90011, -4.87586, -0.34750)
C (-2.98130, -4.00720, -0.90750)
H (-2.18509, -1.69905, -2.14058)
H (-1.16864, -3.20668, -3.60151)
H (0.20464, -4.47065, -5.17962)
H (2.28199, -5.57278, -4.42273)
H (2.99589, -5.33873, -2.06563)
H (1.60409, -4.09978, -0.47684)
H (-0.48415, -4.35030, 1.33123)
H (-2.11414, -5.88201, 2.33032)
H (-4.31095, -6.23853, 1.25452)
H (-4.85643, -5.02357, -0.82879)
H (-3.23625, -3.50545, -1.82856)
Cl (6.05687, -0.40460, -0.14750)
C (4.74240, 0.22605, -1.17605)
Cl (4.41339, -0.89696, -2.52364)
Cl (5.16275, 1.84783, -1.78562)
C (3.56507, 0.32890, -0.36270)
N (2.65589, 0.40441, 0.32069)
O (1.02980, 4.06096, 0.82825)
C (0.58946, 3.40497, -0.11266)
O (0.62890, 2.15171, -0.21855)
C (-0.11495, 4.14259, -1.23674)
C (0.22331, 5.45236, -1.54653)
C (-0.47358, 6.11419, -2.55045)
C (-1.51776, 5.50053, -3.22751)
C (-1.83689, 4.19114, -2.90046)
C (-1.13846, 3.49525, -1.92265)
N (-2.93756, 3.54929, -3.59631)
O (-3.11030, 2.36862, -3.41571)
O (-3.61565, 4.24845, -4.31822)
N (-0.12092, 7.47734, -2.89193)
O (0.79141, 7.98817, -2.28326)
O (-0.76264, 8.01739, -3.76383)
H (1.01893, 5.95461, -1.01384)
H (-2.06772, 6.03443, -3.98848)
H (-1.39403, 2.46937, -1.68003)